{"formula": "C27H21FeN13OP", "method": "ωB97M-V/def2-TZVPD", "symbols": ["Fe", "P", "O", "N", "N", "N", "N", "N", "N", "N", "N", "N", "N", "N", "N", "N", "C", "C", "C", "C", "C", "C", "C", "C", "C", "C", "C", "C", "C", "C", "C", "C", "C", "C", "C", "C", "C", "C", "C", "C", "C", "C", "C", "H", "H", "H", "H", "H", "H", "H", "H", "H", "H", "H", "H", "H", "H", "H", "H", "H", "H", "H", "H", "H"], "xyz": [[-0.91450, 1.06983, -1.49593], [-0.31854, -1.25226, 0.86406], [-0.80132, -0.73999, -0.46036], [1.41321, 5.75084, 2.10081], [-4.25792, 1.24383, 1.01313], [-4.90830, 1.46684, -0.14467], [-2.74477, 1.30104, -0.51725], [-2.99253, 1.14651, 0.80642], [-1.96272, 1.29723, -3.21389], [-4.18350, 1.71117, -2.39556], [-1.45063, 1.19043, -4.47227], [4.08553, 4.59516, -1.29179], [-2.40158, 1.34485, -5.31741], [0.93993, 0.41016, -2.50288], [-3.57723, 1.55343, -4.68572], [0.21537, 2.71689, -1.00261], [-2.92548, -1.68602, 3.97474], [0.90252, 3.53239, -0.55164], [-1.68394, -1.74998, 1.91816], [1.43149, -2.82451, -0.55840], [1.74456, 0.54848, -3.30520], [-3.94546, 1.49557, -1.05397], [1.59263, -4.83349, 1.35612], [-3.26402, 1.52133, -3.40200], [2.71615, 0.52775, 2.93221], [2.33488, -4.92332, 0.18689], [1.59515, 5.16102, 1.12449], [-3.79239, -2.89656, 2.08480], [0.76916, -3.73781, 1.57103], [-3.91341, -2.46988, 3.40159], [0.69517, -0.08514, 1.77772], [-2.68133, -2.53717, 1.34368], [2.73468, 0.75198, -4.35592], [-1.81016, -1.32210, 3.23352], [1.83285, 4.43996, -0.06565], [0.18861, 1.19951, 1.98273], [3.90373, 1.61270, -3.86794], [0.95258, 2.14227, 2.65356], [2.25172, -3.92160, -0.77096], [3.07733, 4.52438, -0.73192], [2.21564, 1.80862, 3.12207], [1.95965, -0.42002, 2.25964], [0.69200, -2.72663, 0.61766], [-3.03183, -1.33504, 4.99267], [2.36236, -1.41142, 2.09519], [2.97402, -5.78076, 0.01809], [0.18019, -3.67052, 2.47793], [-0.80898, 1.44983, 1.63715], [-4.57471, -3.49107, 1.63172], [2.82317, -3.99983, -1.68695], [4.40144, 1.14861, -3.01795], [4.62885, 1.73440, -4.67104], [3.07128, -0.23033, -4.69145], [1.64900, -5.61974, 2.09781], [3.70320, 0.27001, 3.29419], [2.81232, 2.55582, 3.62956], [-1.05313, -0.68522, 3.67220], [-4.79192, -2.73590, 3.97541], [1.34296, -2.04270, -1.30270], [-2.59806, -2.83907, 0.30623], [0.56789, 3.14260, 2.80294], [-5.14554, 1.78286, -2.67540], [2.21151, 1.22192, -5.19021], [3.56117, 2.59788, -3.55650]], "forces_ev_per_angstrom": [[-0.153, -0.320, 0.250], [-0.090, -0.046, 0.167], [0.276, 0.062, -0.147], [-0.011, -0.038, 0.043], [0.004, 0.007, -0.027], [0.008, -0.004, -0.028], [-0.147, 0.193, 0.104], [0.147, -0.029, 0.074], [0.072, -0.009, -0.305], [0.007, 0.003, -0.009], [0.042, 0.006, 0.006], [0.013, -0.066, -0.021], [-0.031, -0.011, 0.017], [0.196, -0.068, -0.052], [0.003, 0.021, 0.013], [-0.197, 0.258, 0.235], [0.004, 0.003, 0.004], [0.186, -0.240, -0.094], [-0.051, 0.063, -0.016], [-0.038, 0.033, -0.003], [-0.160, -0.047, -0.126], [-0.064, -0.039, -0.070], [-0.017, 0.008, 0.006], [-0.045, 0.003, 0.040], [0.012, 0.035, -0.008], [0.002, 0.007, -0.008], [0.000, 0.085, -0.048], [0.004, 0.004, 0.017], [0.011, 0.011, 0.013], [-0.006, -0.006, -0.010], [0.019, -0.010, 0.000], [0.003, 0.013, -0.039], [0.067, 0.064, 0.075], [0.024, -0.022, 0.019], [0.019, -0.017, 0.023], [-0.038, 0.015, 0.061], [-0.026, -0.003, -0.025], [-0.035, 0.002, -0.013], [0.018, -0.029, -0.003], [0.009, 0.095, 0.003], [0.020, -0.017, -0.001], [0.004, 0.002, -0.069], [-0.001, -0.034, -0.022], [0.001, 0.000, 0.004], [-0.005, -0.006, 0.011], [0.002, -0.001, -0.002], [-0.005, 0.003, 0.006], [-0.058, 0.000, -0.041], [0.000, 0.002, -0.003], [-0.004, 0.007, -0.002], [0.011, 0.003, 0.001], [0.002, 0.011, 0.001], [0.000, 0.010, -0.005], [0.000, 0.000, 0.002], [0.000, -0.002, 0.002], [-0.003, 0.006, 0.001], [0.004, 0.002, 0.004], [-0.001, 0.002, 0.000], [0.007, 0.020, -0.019], [-0.001, 0.008, -0.001], [0.007, 0.006, 0.000], [-0.007, -0.008, 0.001], [-0.026, -0.009, 0.001], [0.018, 0.005, 0.014]], "nbo_charge": [1.519, 1.943, -1.144, -0.404, -0.107, -0.398, -0.541, -0.168, -0.574, -0.594, -0.147, -0.413, -0.107, -0.443, -0.400, -0.587, -0.211, 0.466, -0.449, -0.188, 0.422, 0.442, -0.208, 0.453, -0.214, -0.201, 0.319, -0.226, -0.212, -0.183, -0.394, -0.104, -0.515, -0.162, -0.605, -0.133, -0.592, -0.232, -0.216, 0.323, -0.184, -0.216, -0.342, 0.214, 0.218, 0.211, 0.228, 0.253, 0.214, 0.214, 0.216, 0.213, 0.241, 0.212, 0.210, 0.221, 0.225, 0.211, 0.242, 0.219, 0.240, 0.418, 0.266, 0.240], "homo_lumo_gap_ev": [7.22, 7.24], "total_energy_ev": -93437.82713, "spin_multiplicity": 5, "total_charge": -1, "e_above_lowest_ev": 0.0000, "fmax_ha_per_bohr": 0.00843, "homo_energy_ev": [-5.2, -5.2]}

{"formula": "C7H10O", "method": "ωB97M-V/def2-TZVPD", "symbols": ["O", "C", "C", "C", "C", "C", "C", "C", "H", "H", "H", "H", "H", "H", "H", "H", "H", "H"], "xyz": [[2.76197, 0.21103, 0.69947], [0.07182, 0.24154, 1.13221], [1.79641, 0.05421, 0.07747], [-0.02465, 0.94341, 2.25289], [-1.38901, 0.55818, -0.89748], [1.71230, -0.05595, -1.39577], [-0.87499, -0.33132, 0.24143], [-1.25234, -1.59795, 0.30581], [-2.01501, -1.89519, -0.27532], [-1.32261, 1.69110, -0.67981], [-2.47259, 0.41664, -0.93021], [2.75998, -0.18542, -1.78000], [1.22469, -0.91109, -1.65381], [1.05994, 0.61386, -1.96514], [-1.01988, 0.98377, 2.76458], [-0.89571, 0.27305, -1.81338], [0.74273, 1.28916, 2.93587], [-0.86305, -2.29902, 0.98118]], "forces_ev_per_angstrom": [[2.114, -0.132, 1.106], [3.798, 0.544, -1.487], [-4.052, 1.759, 1.593], [-1.153, -1.049, 0.706], [-0.803, 1.535, 1.526], [1.719, 0.820, -0.636], [-1.027, 0.495, -0.392], [1.382, 1.350, 1.136], [-2.414, -1.291, -2.304], [0.490, -1.829, -0.376], [0.102, -0.298, -0.533], [-1.014, 0.627, 0.169], [-1.303, -3.085, -0.366], [0.759, 0.829, 0.637], [0.617, 0.049, -0.725], [-0.258, 0.231, -0.382], [0.528, 0.088, -0.717], [0.515, -0.645, 1.046]], "nbo_charge": [-0.503, -0.051, 0.652, -0.438, -0.646, -0.763, -0.063, -0.407, 0.185, 0.224, 0.230, 0.244, 0.245, 0.257, 0.199, 0.212, 0.222, 0.199], "homo_lumo_gap_ev": 8.93, "total_energy_ev": -9464.76069, "total_charge": 0, "e_above_lowest_ev": 3.7998, "fmax_ha_per_bohr": 0.09132, "homo_energy_ev": -8.2}

Question: What is the formula in the first record?
Answer: C27H21FeN13OP

Question: What is the formula in the second record?
Answer: C7H10O